59
Properties=species:S:1:pos:R:3:forces:R:3 method="wB97M-V/def2-TZVPD" spin_multiplicity=4 e_above_lowest_kcal_mol=20.4 s2=3.80 gap_ev="7.7 / 5.5" total_charge=+3
Tc -0.720700 -0.055300 -0.222300 -0.391 -1.340 -0.844
C 1.740900 0.403600 -2.815300 0.096 0.193 -0.674
O 1.576900 0.223100 -1.416200 -0.517 -0.311 0.701
C 2.736700 0.613700 -0.688800 0.279 0.086 0.709
C 2.684900 -0.109600 0.650800 0.532 0.009 -0.656
O 1.451400 0.142200 1.307500 -0.780 0.000 -0.216
C 1.459000 1.349400 2.073000 -0.329 0.334 0.384
C 0.025600 1.589700 2.511900 0.760 -0.302 0.358
O -0.816800 1.764700 1.374400 -0.163 -0.904 -0.448
C -1.077700 3.133200 1.074400 -0.110 0.654 -0.177
H 2.692700 -0.019600 -3.149100 -0.114 -0.038 0.110
H 1.728600 1.465600 -3.081400 -0.029 -0.072 0.056
H 0.933200 -0.117300 -3.322500 0.021 0.045 -0.017
H 2.749800 1.705000 -0.564000 0.002 -0.134 -0.066
H 3.646200 0.321800 -1.225600 -0.145 -0.005 0.053
H 3.525900 0.193500 1.282200 -0.077 -0.108 -0.035
H 2.732600 -1.188300 0.478200 0.069 0.082 0.068
H 1.825800 2.191900 1.476400 0.005 -0.094 -0.001
H 2.112100 1.224800 2.945400 -0.100 0.026 -0.109
H -0.033300 2.452800 3.177500 -0.065 -0.017 -0.069
H -0.331500 0.707300 3.049900 0.017 0.227 -0.020
H -1.498500 3.630200 1.949500 -0.003 -0.044 -0.026
H -1.809000 3.168500 0.270500 -0.030 0.018 0.043
H -0.170500 3.658300 0.765700 0.010 -0.055 0.016
N -0.673800 -1.835500 1.157200 0.188 0.325 -0.521
C -1.306500 -1.914100 2.501600 -0.529 -0.155 0.690
C -2.819200 -1.699100 2.536800 0.283 0.275 0.079
C -3.243700 -0.229900 2.412700 -0.065 -0.084 -0.189
C -3.705100 0.195600 1.022700 -0.311 0.415 0.843
N -2.891800 -0.390700 -0.068100 0.675 0.029 -0.304
H -1.011700 -2.658700 0.652700 0.151 0.200 -0.129
H 0.317500 -2.011200 1.334400 0.023 0.069 -0.208
H -0.822300 -1.195000 3.158800 0.057 -0.024 -0.051
H -1.090400 -2.906600 2.911400 0.089 0.094 -0.129
H -3.149200 -2.069300 3.508500 -0.005 -0.090 -0.095
H -3.314500 -2.325800 1.792000 -0.114 -0.216 0.033
H -2.422600 0.407300 2.727800 0.040 0.095 0.086
H -4.071700 -0.029200 3.094300 0.048 0.035 -0.046
H -3.674100 1.284800 0.952100 -0.010 -0.098 -0.158
H -4.743900 -0.118000 0.868900 0.149 0.013 -0.121
H -3.341500 -0.091000 -0.937100 0.255 -0.183 -0.045
H -3.045000 -1.402900 -0.021200 0.198 0.211 -0.193
Br -1.292800 1.692700 -2.039400 -0.215 -0.124 -0.214
C -1.935400 0.390900 -3.321300 0.374 -0.531 0.459
C -2.633000 0.797900 -4.432700 -0.183 0.068 -0.188
C -2.990400 -0.162400 -5.385100 0.028 0.413 0.188
C -2.586500 -1.471500 -5.236000 0.163 -0.411 0.174
C -1.827500 -1.881600 -4.118800 -0.154 0.507 0.213
C -1.284100 -3.178200 -4.007300 -0.326 0.185 -0.528
C -0.466600 -3.502200 -2.946500 0.524 0.100 1.019
C -0.240900 -2.583400 -1.917000 0.329 -0.968 -0.409
C -0.844200 -1.334500 -1.905900 -0.117 1.329 1.315
C -1.544800 -0.941100 -3.077900 -0.460 0.427 -0.496
H -2.903700 1.832800 -4.578000 -0.022 0.110 -0.023
H -3.563900 0.144500 -6.247200 -0.019 -0.010 -0.069
H -2.856500 -2.204000 -5.983000 0.035 -0.066 -0.103
H -1.460700 -3.897000 -4.794900 -0.043 -0.068 -0.077
H 0.000800 -4.475100 -2.891800 -0.026 -0.073 -0.036
H 0.419600 -2.883700 -1.115600 0.055 -0.054 0.095

---

60
Properties=species:S:1:pos:R:3:forces:R:3 method="wB97M-V/def2-TZVPD" spin_multiplicity=6 s2=9.13 gap_ev="6.4 / 6.0"
O 0.144874 0.151766 -5.483829 -0.186 0.135 0.139
H -0.497617 0.532712 -4.849734 0.235 -0.110 -0.125
Mn -0.785256 0.569895 -1.111584 5.492 -1.404 -0.802
N -0.153558 1.890254 0.132970 2.308 2.105 -0.358
N 0.990838 1.161188 -2.011409 0.785 2.176 1.502
N -1.545744 -0.523396 0.203661 -0.331 -3.696 0.980
N -0.523602 -1.228744 -1.972396 -1.767 -2.294 1.244
O -0.575332 2.020411 1.357634 -0.844 -0.048 -0.172
O -1.937788 -0.090344 1.414506 -0.046 0.620 -0.525
O 0.431711 -1.663622 -2.815107 0.175 0.460 -0.697
O 1.812429 0.481106 -2.732481 -0.294 -0.405 -1.070
C 1.428510 2.383644 -1.542245 -0.973 -2.052 -1.248
C 0.782976 2.767360 -0.347165 -2.218 -1.577 0.998
C -1.823087 -1.806081 -0.152043 -0.071 2.926 1.043
C -1.256110 -2.220998 -1.384748 1.896 2.085 -1.370
C 1.077986 3.951606 0.473677 0.310 0.419 0.269
H 1.388423 3.628631 1.473537 -0.108 0.181 -0.057
H 0.163892 4.551058 0.577722 0.205 -0.078 0.141
H 1.868376 4.566171 0.035815 -0.161 -0.097 0.091
C 2.567480 3.119241 -2.153803 0.367 0.197 0.037
H 2.651730 2.938821 -3.233427 -0.106 -0.161 0.367
H 3.525004 2.844989 -1.682602 -0.180 0.005 -0.199
H 2.430158 4.197325 -1.995382 0.052 -0.270 -0.074
C -2.586097 -2.639503 0.781053 -0.513 -0.508 0.173
C -1.315861 -3.625243 -1.872484 0.056 -0.544 -0.035
H -3.472231 -2.074442 1.098618 0.130 -0.303 0.074
H -1.969392 -2.832311 1.669363 -0.261 -0.010 -0.088
H -2.878491 -3.586627 0.309602 0.010 0.252 0.281
H -0.829931 -3.790879 -2.841382 -0.077 0.376 0.332
H -2.369330 -3.923001 -1.965872 0.199 0.048 0.023
H -0.858195 -4.316710 -1.148450 -0.083 0.171 -0.150
H -1.426483 0.874399 1.467904 -0.224 -0.525 0.391
H 1.068243 -0.847459 -2.932540 -0.264 -0.076 0.114
C -2.349751 1.465005 -1.345488 -4.339 2.379 -1.368
H -2.415765 2.489070 -0.925089 0.145 -0.596 0.010
H -3.248605 0.907090 -1.012822 0.451 0.260 0.055
H -2.541153 1.616504 -2.422943 0.145 -0.026 0.062
O -5.050716 3.056377 -1.920875 -0.121 0.155 0.809
H -5.517746 2.377179 -1.396666 0.417 0.581 -0.306
H -4.650855 3.665866 -1.264724 -0.415 -0.669 -0.544
C 3.179580 0.074935 0.638568 -0.051 0.007 -0.060
P 1.536606 -0.733412 0.443996 0.624 -0.201 0.063
C 2.206531 -2.393982 0.019708 -0.059 0.043 -0.077
C 1.103510 -0.997570 2.185997 -0.017 -0.046 0.197
C 0.560644 -2.219587 2.613337 0.061 0.370 0.445
C 0.021640 -2.327072 3.897361 0.109 0.243 0.021
C 0.067815 -1.224285 4.762185 -0.187 0.033 -0.173
C 0.674945 -0.024891 4.362764 -0.085 -0.280 -0.097
C 1.191764 0.086351 3.073171 -0.125 -0.468 0.294
H 3.597733 0.222343 -0.365972 0.007 -0.035 0.243
H 3.807385 -0.607339 1.235539 -0.017 0.467 -0.218
H 3.087332 1.049778 1.129064 0.102 -0.188 -0.108
H 2.936447 -2.656586 0.802713 -0.227 -0.193 -0.402
H 1.408858 -3.142126 -0.047755 0.226 0.079 0.000
H 2.686217 -2.318207 -0.964637 -0.055 -0.095 0.261
H 0.600495 -3.100071 1.971995 -0.200 0.279 0.062
H -0.440574 -3.272058 4.209505 0.244 0.447 -0.017
H -0.406482 -1.289926 5.741644 0.229 -0.018 -0.188
H 0.729458 0.833687 5.040484 -0.044 -0.414 -0.200
H 1.696133 1.001691 2.771567 -0.327 -0.110 0.006

---

9
Properties=species:S:1:pos:R:3:forces:R:3 method="wB97M-V/def2-TZVPD" spin_multiplicity=1 e_above_lowest_kcal_mol=36.1 gap_ev=10.9 smiles=C#CC.Cl
C 0.917384 0.708543 -1.489987 0.713 0.313 0.048
C 0.630750 -0.199655 -0.775200 -0.908 -1.106 0.298
C 0.098267 -1.271965 0.101460 0.324 2.238 -0.897
H 1.439672 1.494839 -1.946871 -0.006 0.543 -0.543
H 0.746974 -2.128825 -0.011553 -0.136 -0.313 0.767
H 0.017350 -0.715973 1.039815 0.419 -1.102 0.598
H -0.917223 -1.442717 -0.205281 -0.411 -0.600 -0.237
Cl -1.501695 2.372431 1.965282 0.100 -1.744 -0.914
H -1.431478 1.183323 1.322336 -0.096 1.771 0.879

---

66
Properties=species:S:1:pos:R:3:forces:R:3 method="wB97M-V/def2-TZVPD" spin_multiplicity=1 e_above_lowest_kcal_mol=110.1 gap_ev=6.6 total_charge=+1
Ir 0.628932 0.201030 -0.546990 -0.231 0.081 -0.062
O 4.760529 0.455683 3.679440 0.163 -0.008 -0.597
C 3.569401 0.325043 4.206532 -0.185 -0.034 0.055
O 3.373538 0.202511 5.388980 0.102 0.020 -0.063
C 2.387946 0.328823 3.274038 0.023 0.089 -0.105
C 1.080141 0.291909 3.711813 0.050 0.284 0.051
Cl 0.443032 0.371970 5.275614 -0.053 -0.064 -0.001
N 0.261038 0.332293 2.630659 0.087 -0.464 -0.046
N 1.003471 0.348817 1.496153 -0.048 0.066 -0.162
C 2.276278 0.394721 1.865556 0.066 -0.186 -0.037
C 3.309445 0.524917 0.752122 0.120 -0.005 0.056
O 4.497132 0.612021 1.064101 -0.023 -0.085 0.287
O 2.828615 0.556732 -0.414837 -0.171 0.148 -0.070
C -1.149500 0.375813 2.586137 -0.126 0.213 0.044
C -1.731212 1.370926 1.819904 0.033 -0.015 -0.060
C -3.095468 1.344262 1.709370 -0.002 -0.095 -0.099
C -3.922831 0.446818 2.338452 0.041 0.003 0.026
C -3.305511 -0.510338 3.135742 -0.009 -0.009 0.035
C -1.925545 -0.557113 3.253178 -0.093 -0.097 0.007
H 4.747490 0.507618 2.665145 -0.095 0.052 0.366
H -1.141696 2.102174 1.286959 -0.007 -0.035 0.073
H -4.478476 2.003697 0.380156 0.048 -0.041 -0.066
H -4.998406 0.464486 2.215499 -0.003 0.005 -0.006
H -3.909982 -1.243857 3.650458 -0.012 0.011 -0.011
H -1.458109 -1.336279 3.840328 0.013 0.045 -0.017
O 0.681484 0.353781 -2.609487 0.200 -0.080 0.106
N 0.908545 1.605804 -3.077995 -0.122 0.023 0.116
C 1.349408 1.670671 -4.352513 -0.020 0.039 -0.017
C 1.537589 2.876926 -4.961833 0.001 0.019 0.014
C 1.262813 4.042632 -4.238206 0.015 -0.008 -0.035
C 0.822786 3.950358 -2.943512 -0.013 -0.028 0.036
C 0.645548 2.700025 -2.333574 0.069 -0.117 -0.062
S 0.138281 2.487528 -0.705419 0.135 -0.113 -0.058
H 1.521750 0.710666 -4.814423 -0.005 -0.005 0.005
H 1.898054 2.908016 -5.978478 -0.001 0.002 -0.002
H 1.409569 5.012598 -4.692567 -0.001 0.002 -0.001
H 0.622583 4.830848 -2.350407 -0.001 0.000 0.000
C -3.727734 3.739432 1.241418 -0.022 -0.023 -0.031
O -3.658721 2.324464 0.791823 -0.047 0.024 0.109
P -1.581795 -0.420960 -0.915470 0.044 -0.031 0.190
O -1.919497 -1.467014 0.339418 0.187 0.243 0.041
C -2.346001 -2.807696 0.141555 -0.090 -0.033 -0.039
O -1.441390 -1.586724 -2.068434 0.254 0.020 -0.028
C -1.720352 -1.318346 -3.434260 -0.102 0.025 -0.027
H -4.267204 3.775494 2.182787 -0.004 -0.001 0.001
H -4.228557 4.278132 0.444153 -0.002 0.000 0.005
H -2.696751 4.057551 1.338490 0.014 0.000 0.016
H -1.561414 -3.419348 -0.305794 -0.026 0.033 0.026
H -3.228744 -2.857510 -0.499576 -0.011 0.005 0.018
H -2.594377 -3.201756 1.127811 -0.008 -0.017 -0.017
H -2.509106 -0.566872 -3.534687 0.004 0.016 -0.001
H -2.057423 -2.250418 -3.885237 -0.011 0.008 -0.007
H -0.823197 -0.970142 -3.944822 -0.033 -0.017 0.012
N 2.325867 -1.896740 -2.442291 0.009 -0.006 0.051
C 1.953034 -2.519876 -1.302516 0.146 0.093 -0.076
C 2.338405 -3.861956 -1.096060 0.021 -0.022 0.046
C 1.982097 -4.509966 0.050841 -0.032 0.052 -0.023
C 1.214401 -3.824357 0.999659 0.033 -0.027 -0.019
C 0.859876 -2.534700 0.726373 -0.145 0.065 0.144
N 1.212284 -1.859565 -0.393476 -0.144 -0.031 0.008
H 3.090622 -2.300296 -2.953198 -0.002 0.008 -0.013
H 2.200930 -0.897842 -2.508103 -0.028 -0.010 -0.019
H 2.926322 -4.351802 -1.860071 -0.001 0.005 -0.005
H 2.283899 -5.535484 0.215868 0.008 0.001 0.004
H 0.897164 -4.287438 1.921982 0.001 0.001 -0.002
H 0.228683 -1.992781 1.415702 0.039 0.009 -0.064

---

19
Properties=species:S:1:pos:R:3:forces:R:3 method="wB97M-V/def2-TZVPD" spin_multiplicity=1 e_above_lowest_kcal_mol=134.6 gap_ev=9.5
O -3.651202 -0.738197 -0.154507 0.043 -0.151 0.070
C -2.674117 0.206298 -0.545646 0.067 0.336 -0.178
C -1.306157 -0.354779 -0.190298 0.002 -0.203 0.041
C -0.197561 0.609426 -0.561238 -0.073 0.202 -0.731
O 1.049889 -0.037617 -0.237364 -0.329 -0.935 0.209
C 2.153264 0.684816 -0.222309 -0.825 2.797 1.762
O 2.315911 1.726469 -0.794760 0.324 -0.754 -0.291
C 3.031608 0.249731 0.932285 1.390 -4.857 -0.180
N 4.217607 -0.085957 0.928195 0.050 -0.781 0.796
H -4.520291 -0.421117 -0.413153 -0.007 0.028 -0.003
H -2.732125 0.398106 -1.631039 0.053 -0.027 0.222
H -2.834859 1.167213 -0.027230 0.064 -0.170 -0.105
H -1.268817 -0.556466 0.890045 -0.015 0.031 -0.254
H -1.160820 -1.310842 -0.713657 -0.037 0.237 0.123
H -0.169706 0.842803 -1.633889 -0.220 0.006 0.249
H -0.279809 1.550759 -0.001414 0.203 -0.196 -0.091
O 2.438001 -1.238653 1.710274 -0.735 2.360 -0.656
H 1.662898 -1.401239 1.155476 -0.106 -0.976 0.173
H 3.926291 -1.290757 1.510231 0.151 3.052 -1.156

---

26
Properties=species:S:1:pos:R:3:forces:R:3 method="wB97M-V/def2-TZVPD" spin_multiplicity=1 e_above_lowest_kcal_mol=0.0 gap_ev=4.3 total_charge=+1
Cd 3.158254 -0.293173 -2.763047 -0.039 0.209 0.885
I 3.168638 0.347860 -0.189663 0.230 -0.210 -0.889
C 0.134122 4.125100 -0.883962 0.083 -0.062 -0.133
C -0.511056 2.954826 -0.168705 -0.122 0.112 0.137
C -0.945377 1.845616 -1.111684 -0.356 0.170 -0.431
O 0.344800 2.459804 0.854990 0.036 -0.133 0.212
H 0.523166 4.837377 -0.159566 -0.002 0.021 0.011
H -0.596331 4.630406 -1.516072 0.036 0.033 -0.049
H 0.964530 3.787566 -1.515599 -0.021 0.027 0.023
H -1.391097 3.319981 0.365623 0.001 0.020 -0.041
H -0.116687 1.178290 -1.379666 0.073 0.058 0.099
H -1.316813 2.278817 -2.046006 0.008 -0.052 0.070
H -1.757584 1.249052 -0.700091 0.141 -0.140 0.122
H 0.906465 1.787326 0.464984 0.000 -0.010 -0.027
C -0.547785 -3.869777 1.776314 -0.629 -1.029 0.101
C 0.233299 -3.010285 0.839712 0.840 0.331 0.313
C -0.645130 -2.182235 -0.051085 -0.287 0.491 -0.397
O 1.088551 -2.164959 1.640111 -0.238 -0.149 0.078
H -1.384093 -3.361983 2.256331 0.208 0.295 0.092
H 0.092048 -4.317743 2.534213 0.049 0.116 0.043
H -1.000799 -4.702782 1.221855 0.122 0.118 0.016
H 0.895951 -3.656756 0.251579 -0.078 0.003 -0.169
H -0.075043 -1.387607 -0.555026 0.021 -0.170 -0.071
H -1.417694 -1.672944 0.527601 0.007 -0.044 0.053
H -1.135842 -2.786123 -0.815305 -0.001 -0.026 0.016
H 1.331505 -1.395646 1.122159 -0.086 0.020 -0.063

---

12
Properties=species:S:1:pos:R:3:forces:R:3 method="wB97M-V/def2-TZVPD" spin_multiplicity=2 e_above_lowest_kcal_mol=0.0 s2=0.76 gap_ev="7.9 / 7.5"
H 0.121369 2.943993 1.078732 0.029 -0.244 -0.104
O 0.130527 -1.928432 -1.678799 1.073 -0.496 -0.108
C 0.761052 -0.682131 -1.585735 -1.990 -0.013 0.824
C 0.990589 -0.156870 -0.379935 -1.508 0.329 -0.604
C 0.877840 1.347386 -0.275719 1.566 0.293 0.102
C 0.196544 1.842542 0.957766 -0.457 -0.607 0.724
O -0.261834 1.116967 1.826502 0.160 1.846 -0.288
Hg -0.111908 -1.244500 1.506901 0.676 -0.762 -0.951
H -0.684740 -1.845349 -2.179653 0.139 0.153 -0.196
H 0.708832 -0.118445 -2.533629 0.428 -0.111 0.400
H 0.397432 1.879721 -1.124640 0.127 -0.441 0.196
H 1.882586 1.816984 -0.206592 -0.243 0.052 0.003

---

Short version: E_tot = -102594.2356, -76975.9257, -15712.2819, -84603.9102, -15006.4056, -23232.7919, -12494.9020 eV, in the order given.